ORCA calculation (ωB97M-V/def2-TZVPD) on a structure of composition C19H38Br2InO3.

Geometry as ORCA input:
```
! RIJCOSX wB97M-V def2-TZVPD def2/J DEFGRID3
* xyz -1 1
C 4.018 0.841 0.250
C 2.880 0.931 -0.716
O 2.005 0.117 -0.826
O 2.938 2.075 -1.455
C 1.689 2.558 -1.946
O 1.287 2.162 -3.008
C 1.086 3.538 -1.056
In 0.163 2.712 0.824
C -0.966 0.810 0.539
Br -0.938 -0.327 2.095
C -1.622 0.415 -0.545
C -1.689 1.193 -1.822
Br -2.592 -1.240 -0.691
H 3.618 1.132 1.220
H 4.402 -0.175 0.272
H 4.811 1.533 -0.025
H 1.863 4.204 -0.678
H 0.376 4.133 -1.626
H -0.944 3.923 1.477
H 1.467 2.351 1.976
H -2.723 1.245 -2.171
H -1.297 2.197 -1.692
H -1.122 0.676 -2.599
C -7.907 -3.844 -5.006
C -6.437 -3.883 -5.415
C -5.473 -3.715 -4.241
C -5.592 -2.385 -3.496
C -5.390 -1.141 -4.359
C -4.000 -1.059 -4.984
H -8.176 -2.883 -4.566
H -8.557 -4.003 -5.868
H -8.127 -4.622 -4.273
H -6.247 -3.113 -6.168
H -6.229 -4.841 -5.901
H -4.449 -3.840 -4.603
H -5.639 -4.528 -3.527
H -4.852 -2.371 -2.693
H -6.568 -2.325 -3.007
H -5.545 -0.260 -3.730
H -6.153 -1.094 -5.142
H -3.229 -1.074 -4.212
H -3.883 -0.137 -5.555
H -3.814 -1.892 -5.666
C 5.675 2.200 7.054
C 6.017 0.900 6.333
C 5.965 1.016 4.811
C 4.593 1.382 4.241
C 3.464 0.425 4.618
C 3.678 -1.000 4.115
H 4.656 2.523 6.838
H 5.758 2.081 8.136
H 6.353 3.001 6.753
H 5.343 0.108 6.670
H 7.024 0.586 6.624
H 6.303 0.072 4.373
H 6.689 1.772 4.489
H 4.673 1.426 3.152
H 4.321 2.393 4.558
H 2.532 0.810 4.198
H 3.329 0.414 5.704
H 3.780 -1.016 3.028
H 2.829 -1.633 4.374
H 4.573 -1.455 4.547
*
```

## Properties
- frontier orbital gap (eV) = 8.1
- LUMO level (eV) = 2.664
- molecular weight (g mol⁻¹) = 589.14
- E_HOMO (eV) = -5.466

***

ORCA calculation (ωB97M-V/def2-TZVPD) on a structure of composition C2H3O2S2 at a distorted geometry.

Geometry as ORCA input:
```
! RIJCOSX wB97M-V def2-TZVPD def2/J DEFGRID3
* xyz -1 1
C 0.558 0.735 0.016
C -1.351 0.191 0.001
O 1.305 -1.487 1.302
O 1.536 -1.327 -1.231
S 0.836 2.293 -0.027
S 1.803 -0.721 0.138
H -1.387 -0.794 0.214
H -1.928 0.928 0.611
H -1.373 0.181 -1.023
*
```

## Properties
- frontier orbital gap (eV) = 6.8
- energy relative to the best compared isomer or geometry (same formula, charge and spin) (kcal per mole) = 72.42
- LUMO level (eV) = 3.383
- molecular weight (g mol⁻¹) = 123.18
- E_HOMO (eV) = -3.421

***

ORCA calculation (ωB97M-V/def2-TZVPD) on a structure of composition CH6NO2 at a distorted geometry.

Geometry as ORCA input:
```
! RIJCOSX wB97M-V def2-TZVPD def2/J DEFGRID3
* xyz -1 1
N 0.344 1.391 -0.380
C 0.859 0.378 0.499
O 0.706 -0.898 0.070
H -0.551 1.261 -0.803
H 1.044 1.443 -1.113
H 0.242 0.457 1.514
H 1.953 0.602 0.787
H -0.567 -1.041 -0.192
H -2.078 -1.337 0.498
O -1.656 -0.776 -0.198
*
```

## Properties
- frontier orbital gap (eV) = 8.1
- energy relative to the best compared isomer or geometry (same formula, charge and spin) (kcal per mole) = 11.53
- LUMO level (eV) = 4.906
- molecular weight (g mol⁻¹) = 64.06
- E_HOMO (eV) = -3.146

***

ORCA calculation (ωB97M-V/def2-TZVPD) on the molecule C6H6F5NOS at a distorted geometry.

Geometry as ORCA input:
```
! RIJCOSX wB97M-V def2-TZVPD def2/J DEFGRID3
* xyz 0 1
C -0.354 1.357 0.340
N 0.133 0.207 -0.342
C -0.748 -0.541 -1.008
O -1.924 -0.352 -0.997
C -0.068 -1.610 -1.837
S 1.666 -1.478 -1.608
C 1.508 -0.234 -0.265
C 1.755 -1.102 1.227
F 2.677 -2.198 1.066
F 0.577 -1.688 1.469
C 2.508 0.897 -0.315
F 3.703 0.637 -0.784
F 2.006 1.948 -0.970
F 2.765 1.361 0.953
H 0.473 2.132 0.541
H -0.937 2.126 -0.322
H -0.958 1.082 1.166
H -0.338 -2.554 -1.441
H -0.209 -1.264 -2.895
H 2.057 -0.455 2.054
*
```

## Properties
- frontier orbital gap (eV) = 10.2
- SMILES string = CN1C(=O)CS[C@@]1(C(F)F)C(F)(F)F
- LUMO level (eV) = 0.621
- molecular weight (g mol⁻¹) = 235.18
- E_HOMO (eV) = -9.628